Entry 1:
DFT (ωB97M-V with the def2-TZVPD basis set) results for a cluster of 2 separate species, C17H27N2O2 in total.

The value obtained for the HOMO energy is -12.55 eV. As for the spin multiplicity: 1. The total charge is +1.

CARTESIAN COORDINATES (ANGSTROEM)
C -2.002 -1.644 -1.353
C -0.595 -1.514 -1.870
O -0.334 -1.218 -3.003
O 0.425 -1.767 -1.009
C 0.195 -1.874 0.389
C 1.544 -2.063 1.054
C 1.467 -2.497 2.523
C 1.121 -1.376 3.514
C -0.382 -1.203 3.742
C -0.805 0.061 4.519
C -0.069 1.309 4.152
C 0.111 1.761 2.854
C 0.781 2.949 2.617
C 1.284 3.701 3.682
C 1.095 3.233 4.951
N 0.437 2.070 5.141
H -2.242 -0.819 -0.678
H -2.674 -1.598 -2.204
H -2.153 -2.568 -0.796
H -0.451 -2.725 0.627
H -0.307 -0.969 0.754
H 2.128 -1.141 0.992
H 2.085 -2.824 0.492
H 0.760 -3.325 2.638
H 2.449 -2.891 2.787
H 1.575 -1.615 4.479
H 1.578 -0.454 3.145
H -0.715 -2.051 4.344
H -0.948 -1.261 2.812
H -0.724 -0.103 5.595
H -1.862 0.262 4.320
H -0.277 1.174 2.033
H 0.921 3.300 1.603
H 1.812 4.630 3.528
H 1.450 3.745 5.833
H 0.313 1.746 6.092
C -0.062 -0.439 -6.263
C 0.206 0.949 -6.833
C -0.991 1.893 -6.673
C -2.183 1.391 -7.357
N -3.105 0.986 -7.900
H -0.876 -0.929 -6.800
H 0.822 -1.069 -6.359
H -0.328 -0.394 -5.208
H 0.467 0.878 -7.890
H 1.060 1.401 -6.324
H -0.764 2.882 -7.073
H -1.238 2.011 -5.616



Entry 2:
DFT (ωB97M-V with the def2-TZVPD basis set) results for a structure of composition C17H27N2O2P2S2Sc.

The value obtained for the HOMO energy (alpha / beta) is -9.05 / -11.81 eV. As for the spin multiplicity: 2. The total charge is +1.

CARTESIAN COORDINATES (ANGSTROEM)
Sc -0.903 0.949 0.688
C 3.471 -0.636 5.153
C 2.056 -0.228 4.829
O 1.756 -0.539 3.435
P 1.677 0.593 2.346
S 1.410 -0.274 0.576
S 0.211 1.913 2.769
O 3.088 1.301 2.501
C 3.447 2.448 1.701
C 4.887 2.788 1.986
H 3.666 -0.453 6.210
H 4.184 -0.063 4.562
H 3.620 -1.697 4.954
H 1.886 0.835 5.003
H 1.327 -0.792 5.408
H 2.777 3.270 1.963
H 3.297 2.191 0.649
H 5.029 3.000 3.045
H 5.175 3.671 1.416
H 5.541 1.963 1.704
C -5.046 -0.398 -0.492
P -3.360 0.229 -0.137
C -2.502 -1.250 0.553
C -2.323 -2.356 -0.288
C -1.588 -3.448 0.127
C -0.978 -3.454 1.378
C -1.109 -2.358 2.209
C -1.873 -1.265 1.804
C -3.492 1.308 1.309
C -4.035 0.916 2.546
C -4.029 1.780 3.619
C -3.479 3.061 3.495
C -2.958 3.473 2.288
C -2.967 2.607 1.193
H -4.983 -1.168 -1.259
H -5.647 0.426 -0.874
H -5.517 -0.813 0.398
H -2.765 -2.359 -1.278
H -1.473 -4.297 -0.533
H -0.390 -4.305 1.692
H -0.612 -2.335 3.169
H -1.980 -0.422 2.491
H -4.460 -0.074 2.662
H -4.456 1.467 4.563
H -3.474 3.729 4.346
H -2.550 4.469 2.176
H -2.634 2.978 0.226
N -0.098 3.737 -0.354
N -0.194 2.434 -0.962
H 0.482 4.348 -0.918
H 0.342 3.624 0.555
H 0.701 2.111 -1.330
H -0.826 2.526 -1.752



Entry 3:
DFT (ωB97M-V with the def2-TZVPD basis set) results for a cluster of 2 separate species, C17H27N5 in total.

The value obtained for the HOMO energy is -5.83 eV. As for the spin multiplicity: 1.

CARTESIAN COORDINATES (ANGSTROEM)
N 1.695 2.752 6.332
C 0.665 2.764 5.795
C -0.543 2.766 5.117
C -0.654 3.109 3.837
C -1.840 3.076 3.120
N -2.834 3.030 2.521
H -1.421 2.461 5.666
H 0.230 3.428 3.308
C 2.280 2.228 0.775
C 2.627 0.773 0.496
C 3.861 0.650 -0.387
N 1.472 0.090 -0.147
N 1.329 0.067 -1.461
N 0.209 -0.570 -1.663
C -0.259 -0.806 -3.055
C 0.752 -1.664 -3.801
C -0.517 0.521 -3.752
C -0.450 -0.988 -0.477
C -1.775 -1.757 -0.417
C -2.232 -2.057 1.020
C -1.613 -3.119 -1.118
C -2.892 -0.915 -1.063
C 0.397 -0.535 0.538
C 0.303 -0.615 1.917
H 3.111 2.758 1.245
H 2.042 2.745 -0.156
H 1.412 2.310 1.431
H 2.815 0.247 1.444
H 4.736 1.118 0.068
H 4.101 -0.395 -0.589
H 3.687 1.138 -1.346
H -1.205 -1.356 -2.997
H 0.409 -1.900 -4.810
H 1.707 -1.145 -3.885
H 0.934 -2.604 -3.276
H -0.912 0.373 -4.760
H -1.233 1.128 -3.194
H 0.406 1.096 -3.837
H -2.401 -1.139 1.580
H -3.175 -2.605 1.006
H -1.506 -2.678 1.543
H -1.335 -3.028 -2.164
H -0.835 -3.705 -0.629
H -2.539 -3.692 -1.079
H -2.698 -0.680 -2.105
H -3.848 -1.437 -1.021
H -3.004 0.032 -0.535
H -0.517 -1.078 2.419
H 1.061 -0.193 2.543



Entry 4:
DFT (ωB97M-V with the def2-TZVPD basis set) results for a cluster of 2 separate species, C17H27N6O5P in total.

The value obtained for the HOMO energy is -6.65 eV. As for the spin multiplicity: 1.

CARTESIAN COORDINATES (ANGSTROEM)
O 2.157 -0.226 7.543
N 2.272 0.638 6.651
O 3.092 1.589 6.715
C 1.460 0.605 5.444
C 1.798 1.469 4.379
C 1.024 1.517 3.228
N 1.180 2.409 2.149
O 2.119 3.221 2.070
O 0.277 2.362 1.253
C -0.024 0.437 3.004
C -0.558 -0.200 4.250
N -1.512 -1.138 4.283
O -1.284 -1.677 5.653
N -0.177 -1.166 6.271
C 0.269 -0.198 5.400
H 2.618 2.154 4.553
H -0.739 0.726 2.208
C -2.414 -3.503 -1.965
C -1.148 -2.676 -2.242
C 0.060 -3.601 -2.059
C -1.252 -2.024 -3.636
N -0.908 -1.561 -1.276
C -2.030 -0.842 -0.619
C -2.395 0.434 -1.347
C -1.272 1.459 -1.427
N 0.077 0.865 -1.427
C 1.177 1.671 -2.061
C 1.112 1.486 -3.580
C 2.500 1.111 -1.525
C 1.022 3.123 -1.679
P 0.339 -0.685 -1.955
H 0.620 -0.327 2.609
H -3.352 -2.949 -2.156
H -2.391 -4.345 -2.683
H -2.439 -3.926 -0.942
H 1.030 -3.102 -2.195
H 0.031 -3.990 -1.032
H 0.008 -4.465 -2.729
H -0.418 -1.318 -3.860
H -1.248 -2.746 -4.451
H -2.180 -1.442 -3.690
H -2.873 -1.533 -0.620
H -1.751 -0.614 0.421
H -2.704 0.167 -2.363
H -3.249 0.912 -0.857
H -1.393 2.092 -2.320
H -1.342 2.115 -0.551
H 0.141 1.809 -3.972
H 1.895 2.060 -4.078
H 1.286 0.435 -3.872
H 2.525 1.174 -0.427
H 2.677 0.058 -1.810
H 3.334 1.701 -1.932
H 0.943 3.210 -0.593
H 1.888 3.696 -2.030
H 0.120 3.547 -2.122



Entry 5:
DFT (ωB97M-V with the def2-TZVPD basis set) results for the molecule C17H27NO3.

The SMILES is CCCCOCCCNC(=O)CCCOc1ccccc1. The value obtained for the HOMO energy is -8.69 eV. As for the spin multiplicity: 1.

CARTESIAN COORDINATES (ANGSTROEM)
C -2.182 2.824 3.828
C -2.082 1.632 2.883
C -1.202 1.903 1.665
C 0.268 2.102 2.021
O 1.022 2.116 0.830
C 2.386 2.410 1.043
C 3.153 2.150 -0.251
C 3.460 0.660 -0.432
N 2.270 -0.149 -0.358
C 1.964 -0.889 0.728
O 2.727 -1.058 1.659
C 0.594 -1.546 0.657
C 0.635 -2.871 -0.112
C 1.073 -2.691 -1.570
O 0.388 -1.644 -2.228
C -0.916 -1.807 -2.599
C -1.624 -3.003 -2.570
C -2.940 -3.036 -3.001
C -3.565 -1.891 -3.459
C -2.862 -0.698 -3.488
C -1.551 -0.653 -3.063
H -2.884 2.611 4.631
H -1.217 3.050 4.274
H -2.530 3.705 3.293
H -1.687 0.771 3.427
H -3.083 1.373 2.533
H -1.560 2.788 1.135
H -1.266 1.059 0.977
H 0.412 3.050 2.560
H 0.618 1.284 2.671
H 2.492 3.464 1.348
H 2.786 1.779 1.850
H 2.543 2.508 -1.082
H 4.090 2.707 -0.239
H 4.120 0.316 0.368
H 3.951 0.498 -1.398
H 1.551 0.026 -1.043
H 0.262 -1.743 1.677
H -0.115 -0.868 0.178
H -0.361 -3.318 -0.076
H 1.335 -3.555 0.371
H 0.968 -3.635 -2.119
H 2.123 -2.391 -1.606
H -1.165 -3.915 -2.223
H -3.477 -3.972 -2.975
H -4.592 -1.928 -3.790
H -3.338 0.204 -3.844
H -0.990 0.269 -3.082



Entry 6:
DFT (ωB97M-V with the def2-TZVPD basis set) results for a structure of composition C17H27O13Rb.

The value obtained for the HOMO energy is -4.81 eV. As for the spin multiplicity: 1.

CARTESIAN COORDINATES (ANGSTROEM)
Rb 1.850 6.173 6.146
C 0.037 2.656 1.769
O 0.626 3.257 2.920
H 0.636 2.572 0.862
H -0.428 1.691 1.974
H -0.752 3.378 1.561
C 2.708 -1.763 -1.585
C 3.535 -1.228 -2.828
C 3.936 -2.380 -3.768
O 3.176 -2.055 -4.957
C 2.525 -0.873 -4.816
O 1.907 -0.364 -5.708
O 2.748 -0.366 -3.581
H 2.012 -2.586 -1.750
H 2.083 -1.059 -1.035
H 3.316 -2.107 -0.748
H 4.479 -0.736 -2.591
H 3.658 -3.340 -3.334
H 4.999 -2.427 -4.004
C -4.290 -4.986 1.666
C -3.110 -4.615 2.471
C -1.877 -4.228 1.744
O -1.393 -3.186 2.531
C -2.352 -2.719 3.237
O -2.274 -1.845 4.056
O -3.442 -3.344 2.900
H -5.162 -5.040 2.318
H -4.056 -5.955 1.225
H -4.387 -4.355 0.783
H -2.883 -5.228 3.343
H -2.132 -4.019 0.705
H -1.015 -4.892 1.820
C -5.079 2.408 -0.694
C -6.537 1.956 -0.752
C -7.349 2.241 -1.984
O -8.016 1.019 -2.253
C -7.518 0.098 -1.454
O -7.838 -1.040 -1.563
O -6.647 0.567 -0.568
H -4.512 2.420 -1.625
H -4.494 1.759 -0.042
H -4.942 3.362 -0.184
H -7.047 2.413 0.096
H -6.638 2.598 -2.729
H -8.054 3.029 -1.719
C 6.224 3.855 0.125
C 6.585 2.968 1.261
C 5.380 2.263 1.831
O 5.576 0.917 1.603
C 6.559 0.713 0.868
O 6.997 -0.322 0.374
O 7.152 1.895 0.593
H 7.084 4.118 -0.490
H 5.892 4.847 0.434
H 5.571 3.273 -0.525
H 7.215 3.411 2.033
H 4.560 2.589 1.190
H 5.197 2.613 2.847



Entry 7:
DFT (ωB97M-V with the def2-TZVPD basis set) results for a structure of composition C17H28AsBN3O4PdS.

The value obtained for the HOMO energy is -10.46 eV. As for the spin multiplicity: 1. The total charge is +1.

CARTESIAN COORDINATES (ANGSTROEM)
Pd 1.354 -1.327 0.069
N 3.797 -4.729 0.806
C 3.242 -3.509 0.674
S 1.477 -3.496 0.663
N 3.971 -2.448 0.565
N 3.234 -1.287 0.464
C 3.870 -0.181 0.651
C 3.363 1.154 0.480
C 4.206 2.196 0.896
C 3.879 3.515 0.690
C 2.702 3.813 0.003
C 1.857 2.809 -0.427
C 2.129 1.459 -0.173
O 1.285 0.552 -0.644
H 3.224 -5.521 1.028
H 4.783 -4.780 1.005
H 4.917 -0.290 0.918
H 5.142 1.945 1.379
H 4.541 4.302 1.021
H 2.446 4.843 -0.211
H 0.984 3.055 -1.012
C -3.113 -0.196 2.098
C -2.056 0.824 1.706
C -1.838 1.824 2.821
O -0.812 0.067 1.524
B -0.765 -0.232 0.204
O -1.601 0.513 -0.606
C -2.290 1.457 0.290
C -1.642 2.818 0.150
C -3.744 1.524 -0.136
H -2.793 -0.700 3.008
H -3.248 -0.954 1.322
H -4.074 0.281 2.288
H -1.672 1.290 3.756
H -2.718 2.457 2.945
H -0.974 2.456 2.627
H -0.603 2.776 0.458
H -2.153 3.555 0.770
H -1.697 3.144 -0.889
H -4.227 0.548 -0.133
H -3.814 1.955 -1.135
H -4.302 2.170 0.543
C -0.504 -3.794 -2.199
As -1.052 -1.999 -1.895
C -0.125 -0.796 -3.045
C -2.940 -1.853 -2.104
O -0.705 -1.616 -0.205
H -0.745 -4.013 -3.241
H -1.047 -4.464 -1.537
H 0.563 -3.888 -2.014
H -0.186 -1.212 -4.051
H 0.914 -0.717 -2.727
H -0.596 0.180 -2.984
H -3.166 -1.965 -3.164
H -3.246 -0.873 -1.753
H -3.431 -2.641 -1.536



Entry 8:
DFT (ωB97M-V with the def2-TZVPD basis set) results for a structure of composition C17H28AsBrF6N4OPbS6.

The value obtained for the HOMO energy is -8.42 eV. As for the spin multiplicity: 1.

CARTESIAN COORDINATES (ANGSTROEM)
Pb 1.256 1.047 0.440
C 2.347 -1.128 -2.692
C 2.783 0.209 -3.218
S 2.965 1.447 -1.935
C 2.163 2.826 -2.664
C 0.690 2.691 -3.123
S -0.459 2.205 -1.778
C -1.288 0.773 -2.586
C -0.449 -0.394 -3.038
S 0.740 -1.157 -1.819
H 2.994 -1.481 -1.876
H 2.394 -1.900 -3.417
H 2.020 0.498 -3.938
H 3.716 0.092 -3.738
H 2.803 3.260 -3.495
H 2.143 3.571 -1.907
H 0.609 1.999 -3.956
H 0.462 3.660 -3.470
H -1.785 1.172 -3.447
H -2.104 0.445 -1.955
H 0.237 -0.135 -3.906
H -1.071 -1.190 -3.366
Br 1.664 2.340 4.391
C -1.024 2.716 3.453
C -2.370 3.048 3.643
C -3.022 3.864 2.699
C -2.314 4.242 1.617
C -1.045 3.753 1.433
N -0.361 3.082 2.324
H -2.832 2.755 4.577
H -4.058 4.110 2.875
H -2.740 4.847 0.848
H -0.455 4.024 0.552
O 1.691 4.916 -0.322
S 2.689 4.356 0.574
N 2.914 2.943 0.552
F 3.553 0.174 1.249
As 3.302 -1.392 2.019
F 3.946 -0.735 3.470
F 4.815 -1.971 1.430
F 2.954 -2.924 2.735
F 2.510 -1.843 0.519
F 1.649 -0.981 2.476
S -0.995 1.263 5.770
C -0.255 2.001 4.535
C 0.415 -4.852 0.428
C 0.106 -3.842 1.520
N -0.272 -2.569 0.934
C -1.501 -2.068 0.982
S -1.768 -0.410 0.770
N -2.570 -2.921 1.012
C -3.837 -2.596 0.278
C -3.728 -2.334 -1.275
H 0.743 -5.790 0.900
H 1.168 -4.621 -0.300
H -0.461 -5.084 -0.113
H 0.887 -3.747 2.191
H -0.738 -4.298 2.022
H 0.386 -1.777 0.868
H -2.252 -3.923 0.791
H -4.276 -1.739 0.821
H -4.533 -3.429 0.415
H -3.071 -1.520 -1.530
H -4.777 -2.274 -1.652
H -3.303 -3.302 -1.595



Which energy above the lowest of the compared OMol25 structures with the same formula, charge and spin belongs to each record? In order, 111.5 1.7 16.7 28.7 74.5 523.5 94.9 15.8 kJ/mol.
Which maximum force belongs to each record? In order, 0.5 0.2 3.3 4.2 0.6 6.7 2.4 3.3 eV/Å.